--- w ---
Molecular formula: C13H18N2O4
Method: DFT, ωB97M-V with the def2-TZVPD basis set

```
37
Properties=species:S:1:pos:R:3:nbo_charge:R:1
C 1.3089 0.1730 2.0092 -0.174
C 0.0116 0.5130 1.1927 0.689
C 1.5543 -1.3285 2.0543 0.051
C 2.9807 -1.7003 1.9630 -0.692
C -1.6698 0.1604 -0.6208 -0.122
C -2.8326 -0.5054 0.3045 0.779
C -1.5929 -0.3968 -2.0614 -0.440
C -0.3223 0.2011 -2.5625 -0.049
C 0.6414 -0.6108 -3.1330 -0.240
C -0.0982 1.6612 -2.4738 -0.185
C 1.9850 -0.2170 -3.5336 -0.208
C 1.1237 2.2072 -2.7833 -0.234
C 2.1135 1.2791 -3.1687 -0.207
H -0.1078 0.7267 3.7802 0.451
H 1.6032 1.8035 3.3836 0.431
H 2.0638 0.5139 1.3203 0.242
H 0.7259 -1.8095 1.3431 0.182
H 0.7577 -0.5593 3.6875 0.460
H 3.7828 -1.9512 1.1340 0.251
H 2.8174 -2.6928 2.7205 0.263
H 3.5681 -0.8399 2.6160 0.204
H 0.1342 -0.7537 -0.6672 0.434
H -1.9064 1.2886 -0.6294 0.235
H -2.4902 0.1655 -2.4277 0.255
H -1.5188 -1.4453 -2.1604 0.237
H 0.6562 -1.6434 -2.7689 0.205
H -0.8092 2.3487 -2.0997 0.211
H 2.9056 -0.6643 -3.9634 0.252
H 1.5720 3.3171 -2.3595 0.236
H 3.1241 1.8839 -3.2132 0.208
H -2.2086 0.2661 1.9461 0.493
N 1.0881 0.5999 3.3801 -0.884
N -0.3561 -0.0538 -0.0200 -0.655
O -0.6994 1.4164 1.6466 -0.678
O 1.0270 -1.6359 3.3690 -0.763
O -3.6911 -1.1372 -0.1983 -0.557
O -3.0133 -0.1926 1.6475 -0.683
```

Values from the calculation:
* E_LUMO: 0.00190 Ha
* 2S+1: 1
* Kohn-Sham gap: 9.238 eV

---

--- x ---
Molecular formula: C13H18N2O4
Method: DFT, ωB97M-V with the def2-TZVPD basis set

```
37
Properties=species:S:1:pos:R:3:nbo_charge:R:1
C 1.6405 1.3939 -0.1620 -0.191
C 1.5820 0.8372 1.2200 0.664
C 1.3619 0.1849 -1.1628 0.121
C 1.3906 0.7171 -2.6132 -0.634
C -0.9986 0.9467 1.4447 -0.152
C -1.7526 2.0964 2.1812 0.778
C -1.7514 -0.3610 1.6487 -0.443
C -1.6220 -1.2316 0.3968 -0.009
C -0.7533 -2.3170 0.5486 -0.229
C -2.2854 -0.9376 -0.7876 -0.236
C -0.5911 -3.1754 -0.5342 -0.189
C -2.0569 -1.8074 -1.8647 -0.183
C -1.2868 -2.9488 -1.7125 -0.226
H 3.8015 1.2739 -0.3203 0.395
H 3.0761 2.7856 -0.0521 0.362
H 0.9060 2.2377 -0.3581 0.220
H 0.2764 -0.0944 -0.9038 0.153
H 2.4219 -1.0801 -0.2405 0.473
H 2.2406 1.3983 -2.6999 0.236
H 1.5430 -0.1516 -3.2541 0.226
H 0.4412 1.2841 -2.7941 0.199
H 0.4807 0.3145 2.7124 0.399
H -1.0460 1.2447 0.4204 0.235
H -1.4419 -0.8951 2.5156 0.216
H -2.8149 -0.0226 1.7036 0.266
H -0.1026 -2.3667 1.4233 0.210
H -2.8903 -0.0803 -0.8431 0.220
H -0.0179 -4.0921 -0.3669 0.218
H -2.5170 -1.6577 -2.8372 0.216
H -1.3990 -3.7044 -2.5238 0.223
H -0.0985 2.6166 2.8601 0.506
N 2.9750 1.9014 -0.4971 -0.841
N 0.3864 0.9713 1.8718 -0.664
O 2.5991 0.4608 1.7996 -0.607
O 2.2713 -0.8589 -1.1767 -0.699
O -2.9694 2.1789 2.1356 -0.586
O -0.9986 2.9385 2.8222 -0.646
```

Values from the calculation:
* E_LUMO: 0.01572 Ha
* structure (SMILES): C[C@@H](O)[C@H](N)C(=O)N[C@@H](Cc1ccccc1)C(=O)O
* 2S+1: 1
* Kohn-Sham gap: 9.839 eV

---

It turns out x is the most stable, with the second structure 8.225 eV higher.

---

--- w ---
Molecular formula: C3H4N2O
Method: DFT, ωB97M-V with the def2-TZVPD basis set

```
10
Properties=species:S:1:pos:R:3:nbo_charge:R:1
O -1.3595 0.2268 -1.6795 -0.682
C -0.8243 -0.6310 0.6192 -0.204
C 0.2770 -0.1973 1.3140 -0.250
N 1.1283 0.5320 0.4667 -0.189
N 0.7677 0.6519 -0.7363 -0.102
C -0.4296 -0.1977 -0.7535 0.059
H -2.2154 0.0970 -1.2503 0.494
H 0.5678 -0.2758 2.3551 0.215
H 2.0197 0.9468 0.7351 0.412
H 0.0683 -1.1528 -1.0705 0.247
```

Values from the calculation:
* E_LUMO (spin up / spin down): -0.01869 / -0.01866 Ha
* 2S+1: 1
* Kohn-Sham gap (spin up / spin down): 8.171 / 8.172 eV

---

--- x ---
Molecular formula: C3H4N2O
Method: DFT, ωB97M-V with the def2-TZVPD basis set

```
10
Properties=species:S:1:pos:R:3:nbo_charge:R:1
O -1.9703 0.1268 0.1878 -0.648
C -0.6349 0.0652 0.0959 0.494
C 0.3826 0.9365 0.4112 -0.481
C 1.6126 0.2486 0.2058 -0.126
N 1.2766 -1.0175 -0.2835 -0.377
N -0.0930 -1.0669 -0.3989 -0.405
H -2.2119 0.9763 0.5792 0.499
H 0.2661 1.9489 0.7767 0.227
H 1.9435 -0.2865 -0.9699 0.402
H -0.5713 -1.9314 -0.6042 0.414
```

Values from the calculation:
* E_LUMO: 0.01688 Ha
* 2S+1: 1
* Kohn-Sham gap: 9.140 eV

---

--- y ---
Molecular formula: C3H4N2O
Method: DFT, ωB97M-V with the def2-TZVPD basis set

```
10
Properties=species:S:1:pos:R:3:nbo_charge:R:1
N -0.6506 -0.8962 -1.1945 -0.695
C 0.3186 -0.7567 -0.3390 0.101
C 0.0195 -0.6321 1.0684 0.007
N 0.1198 0.6033 1.4073 -0.430
C 0.6770 1.3983 0.3692 0.479
O 0.0842 2.1911 -0.3230 -0.572
H -0.4979 -0.6174 -2.1560 0.402
H -1.6087 -1.1390 -0.9609 0.374
H -0.2344 -1.4124 1.7902 0.200
H 1.7725 1.2611 0.3382 0.134
```

Values from the calculation:
* E_LUMO: 0.01749 Ha
* 2S+1: 1
* Kohn-Sham gap: 9.410 eV

---

--- z ---
Molecular formula: C3H4N2O
Method: DFT, ωB97M-V with the def2-TZVPD basis set

```
10
Properties=species:S:1:pos:R:3:nbo_charge:R:1
N -0.2571 -0.3860 1.6626 -0.849
C 0.2366 0.7025 1.0022 0.135
C 0.7016 1.6225 0.3788 -0.311
O 0.4397 0.1558 -3.0601 -0.412
N 0.0163 -0.5637 -2.1941 0.214
C -0.4205 -1.2793 -1.3933 -0.063
H -1.2675 -0.4342 1.6559 0.389
H 0.0909 -0.4651 2.6108 0.395
H 1.1138 2.4330 -0.1790 0.245
H -0.6539 -1.7855 -0.4837 0.257
```

Values from the calculation:
* E_LUMO: 0.02457 Ha
* structure (SMILES): C#[N+][O-].C#CN
* 2S+1: 1
* Kohn-Sham gap: 9.924 eV

---

It turns out y is the most stable, with the second structure 1.011 eV higher.

---

--- w ---
Molecular formula: C3H4N2S2
Method: DFT, ωB97M-V with the def2-TZVPD basis set

```
11
Properties=species:S:1:pos:R:3:nbo_charge:R:1
C -0.4429 0.5686 -0.0937 0.296
C 1.6754 -0.7950 -0.1102 -0.053
C -1.4318 -0.4581 0.4638 -0.317
H -1.9087 1.5609 -0.2304 0.347
H 1.3723 1.2773 -0.3331 0.434
H 1.0706 -1.7627 0.2240 0.234
H -1.0096 -0.7563 1.8295 0.253
N -0.9204 1.6900 -0.5177 -0.582
N 0.9424 0.4087 -0.1985 -0.594
S 3.3796 -0.6318 -0.4410 -0.114
S -2.7268 -1.1017 -0.5927 0.096
```

Values from the calculation:
* E_LUMO: -0.07450 Ha
* 2S+1: 1
* Kohn-Sham gap: 7.051 eV

---

--- x ---
Molecular formula: C3H4N2S2
Method: DFT, ωB97M-V with the def2-TZVPD basis set

```
11
Properties=species:S:1:pos:R:3:nbo_charge:R:1
C 1.5224 -0.4885 -0.1124 -0.063
C -0.6491 0.8441 0.2573 -0.275
C -1.4530 -0.4196 -0.0959 0.079
H 1.3004 1.3763 -0.2893 0.401
H -0.6276 1.0953 1.3163 0.224
H -1.0783 1.6404 -0.2755 0.227
H -2.4441 -0.3437 -0.4279 0.193
N 0.7648 0.5651 -0.2127 -0.586
N -1.0830 -1.6762 -0.2533 -0.498
S 3.1532 -0.5335 -0.0363 -0.122
S 0.5944 -2.0597 0.1298 0.420
```

Values from the calculation:
* E_LUMO: 0.00959 Ha
* structure (SMILES): S=C1NCC=NS1
* 2S+1: 1
* Kohn-Sham gap: 8.920 eV

---

It turns out x is the most stable, with the second structure 2.742 eV higher.

---

--- w ---
Molecular formula: C5H9Cl
Method: DFT, ωB97M-V with the def2-TZVPD basis set

```
15
Properties=species:S:1:pos:R:3:nbo_charge:R:1
C 0.6226 1.4336 -1.0738 -0.615
C -0.1718 0.5423 -0.2535 -0.239
C 0.2942 0.0540 1.0443 -0.407
C -0.5220 -1.2615 0.9303 -0.113
C -0.6754 -0.9526 -0.4024 -0.476
H 0.5530 2.5387 -0.8761 0.225
H 1.5411 1.1046 -1.3512 0.202
H 0.2111 1.4267 -2.1022 0.217
H -1.0419 1.2904 -0.2974 0.199
H 1.3361 -0.1938 0.7250 0.227
H 0.1722 0.7950 2.0361 0.211
H -1.2965 -1.4020 1.8857 0.258
H -1.8022 -1.1293 -0.6796 0.232
H -0.0330 -1.6630 -0.9492 0.255
Cl 0.8125 -2.5832 1.3640 -0.176
```

Values from the calculation:
* E_LUMO: 0.03364 Ha
* 2S+1: 1
* Kohn-Sham gap: 10.964 eV

---

--- x ---
Molecular formula: C5H9Cl
Method: DFT, ωB97M-V with the def2-TZVPD basis set

```
15
Properties=species:S:1:pos:R:3:nbo_charge:R:1
C -1.9686 0.5897 0.5936 -0.231
C -0.5837 0.5087 -0.1676 -0.444
C 0.1882 -0.7030 0.3561 -0.455
C 1.6127 -0.7581 -0.0459 -0.149
C 2.1720 0.2449 -0.6543 -0.424
H -1.9446 -0.0746 1.3826 0.209
H -2.3834 1.5310 0.6472 0.210
H -0.0523 1.4382 0.0230 0.217
H -0.8097 0.4808 -1.2594 0.235
H -0.1773 -1.7100 0.0377 0.230
H 0.2780 -0.6121 1.4555 0.215
H 2.1560 -1.6602 0.2266 0.200
H 1.4933 0.9284 -1.1426 0.188
H 3.2008 0.2613 -0.9309 0.200
Cl -3.1814 -0.4652 -0.5216 -0.200
```

Values from the calculation:
* E_LUMO: 0.03536 Ha
* structure (SMILES): C=CCCCCl
* 2S+1: 1
* Kohn-Sham gap: 10.779 eV

---

--- y ---
Molecular formula: C5H9Cl
Method: DFT, ωB97M-V with the def2-TZVPD basis set

```
15
Properties=species:S:1:pos:R:3:nbo_charge:R:1
C 1.6274 -0.4621 -0.8025 -0.618
C 0.2220 0.0615 -0.4622 -0.291
C 0.2586 1.2041 0.4479 -0.615
C -0.6808 -0.8414 0.3085 -0.182
C -1.9827 -0.7975 0.4939 -0.162
H 2.4578 0.2115 -1.1007 0.227
H 1.3269 -1.2346 -1.5446 0.219
H 2.1758 -0.7855 0.0398 0.210
H -0.4508 0.1862 -1.3842 0.229
H 1.0796 1.9888 0.3068 0.209
H -0.6570 1.8473 0.3611 0.229
H 0.4339 1.0017 1.5273 0.213
H -0.2250 -1.2973 1.1884 0.212
H -2.5638 -1.3188 1.2084 0.219
Cl -3.0217 0.2361 -0.5879 -0.099
```

Values from the calculation:
* E_LUMO: 0.03669 Ha
* structure (SMILES): CC(C)/C=C\Cl
* 2S+1: 1
* Kohn-Sham gap: 10.513 eV

---

--- z ---
Molecular formula: C5H9Cl
Method: DFT, ωB97M-V with the def2-TZVPD basis set

```
15
Properties=species:S:1:pos:R:3:nbo_charge:R:1
C -1.3346 0.4664 -1.4724 -0.615
C 0.0670 0.6354 -0.9088 -0.405
C 0.2536 -0.4406 0.1425 -0.225
C 1.5208 -0.5893 0.9293 -0.427
C 0.1772 -0.4400 1.6355 -0.243
H -2.1012 0.4419 -0.7144 0.212
H -1.5989 -0.3981 -2.1526 0.210
H -1.4585 1.3590 -2.1818 0.209
H 0.1464 1.6128 -0.4013 0.217
H 0.8106 0.4484 -1.6512 0.215
H -0.2904 -1.3496 -0.1679 0.218
H 2.1664 0.2270 1.0498 0.227
H 1.8982 -1.6036 1.0417 0.216
H -0.2485 -1.3100 2.2025 0.226
Cl -0.0080 0.9404 2.6491 -0.034
```

Values from the calculation:
* E_LUMO: 0.03826 Ha
* structure (SMILES): CC[C@H]1C[C@H]1Cl
* 2S+1: 1
* Kohn-Sham gap: 10.617 eV

---

It turns out z is the most stable, with the second structure 0.072 eV higher.

---

--- w ---
Molecular formula: C3H10NO3
Method: DFT, ωB97M-V with the def2-TZVPD basis set

```
17
Properties=species:S:1:pos:R:3:nbo_charge:R:1
C -0.8253 0.0736 0.1237 -0.190
C 0.4665 -0.6012 0.7771 -0.073
O 1.2841 -0.0814 1.6644 -0.504
N -1.4366 -0.9648 -0.7228 -0.760
C 1.4350 2.3418 -0.8762 -0.267
O 0.2161 2.2284 -1.5474 -0.741
H -1.4337 0.4924 0.9169 0.189
H -0.4798 0.9914 -0.5609 0.328
H 1.0381 -0.9342 -0.1061 0.126
H -0.1005 -1.4706 1.1762 0.331
H 1.5148 1.6442 -0.0332 0.171
H -1.3696 -1.8770 -0.1897 0.437
H 1.4520 3.3119 -0.4621 0.137
H 2.2303 2.1307 -1.5326 0.135
H -1.4190 -3.3070 1.9144 0.428
H -0.9222 -1.0141 -1.5913 0.350
O -1.6502 -2.9640 1.0498 -1.097
```

Values from the calculation:
* E_LUMO: 0.00940 Ha
* net charge: -1
* 2S+1: 1
* Kohn-Sham gap: 4.438 eV

---

--- x ---
Molecular formula: C3H10NO3
Method: DFT, ωB97M-V with the def2-TZVPD basis set

```
17
Properties=species:S:1:pos:R:3:nbo_charge:R:1
C -0.6132 1.0877 -0.5395 -0.012
O -0.3629 2.1809 0.2111 -0.931
C 0.3069 -0.1203 -0.0870 -0.107
C 0.1225 -1.4783 -0.8127 -0.066
O 1.1799 -2.4123 -0.6833 -0.756
N 1.7102 0.2647 0.0665 -0.841
H -0.5250 1.1881 -1.6373 0.091
H -1.6302 0.6502 -0.3261 0.089
H -0.0426 -0.2801 0.9489 0.143
H -0.8158 -1.9004 -0.4348 0.151
H 0.0538 -1.3202 -1.8908 0.155
H 1.7451 -2.3636 0.0871 0.468
H 2.3400 -0.4758 -0.2279 0.325
H 1.9558 1.0452 -0.5374 0.360
H -2.0573 0.5690 2.1572 0.441
H -1.3341 1.8400 1.5249 0.514
O -2.0332 1.5253 2.1811 -1.025
```

Values from the calculation:
* E_LUMO: 0.12968 Ha
* net charge: -1
* 2S+1: 1
* Kohn-Sham gap: 6.715 eV

---

It turns out x is the most stable, with the second structure 6.161 eV higher.